Record 1
31
Properties=species:S:1:pos:R:3 method="wB97M-V/def2-TZVPD" homo_energy_ha="-0.29515 / -0.29517" total_energy_ha=-1044.868877 gap_ev="8.635 / 8.636" smiles="CC1=[N+]([O-])[C@@H](N)N=C(N2CCSCC2)C1"
C -2.870 2.574 0.477
C -2.271 1.179 0.467
N -2.923 0.058 0.419
O -4.185 -0.099 0.555
C -2.062 -1.392 0.092
N -2.434 -1.722 -1.270
N -0.646 -1.282 0.258
C -0.024 -0.142 0.288
N 1.324 -0.138 0.593
C 1.999 -1.431 0.749
C 2.901 -1.948 -0.450
S 4.126 -0.744 -0.908
C 2.957 0.563 -1.111
C 2.244 0.956 0.198
C -0.737 1.224 0.378
H -3.935 2.647 0.703
H -2.533 3.009 -0.534
H -2.513 3.108 1.317
H -2.472 -1.960 0.997
H -3.412 -1.983 -1.325
H -1.859 -2.520 -1.598
H 1.375 -2.230 0.903
H 2.773 -1.269 1.549
H 3.521 -2.785 -0.200
H 2.103 -2.153 -1.308
H 2.288 0.355 -1.950
H 3.539 1.499 -1.334
H 2.978 1.048 1.035
H 1.668 1.932 0.210
H -0.667 1.908 -0.441
H -0.251 1.739 1.240

---

Record 2
34
Properties=species:S:1:pos:R:3 method="wB97M-V/def2-TZVPD" homo_energy_ha=-0.41282 total_energy_ha=-1316.649934 gap_ev=8.620 charge=+1
Na 0.369 0.321 0.353
C -2.587 -4.370 0.005
C -1.135 -4.090 -0.016
N -0.188 -4.963 0.051
N 0.971 -4.275 0.011
C 0.768 -2.943 -0.090
S 1.913 -1.763 -0.144
N -0.603 -2.817 -0.111
N -1.276 -1.611 -0.231
H -2.729 -5.446 0.045
H -3.077 -3.981 -0.888
H -3.057 -3.915 0.878
H 1.857 -4.753 0.018
H -1.733 -1.364 0.645
H -1.989 -1.676 -0.955
C -0.072 -1.298 4.177
C -0.178 -0.027 3.394
C 0.098 1.254 4.110
O -0.475 -0.038 2.212
H -0.010 -1.121 5.244
H 0.826 -1.829 3.858
H -0.920 -1.946 3.958
H 0.106 1.127 5.186
H -0.644 1.998 3.826
H 1.070 1.636 3.797
N -0.985 3.302 -0.689
C -0.694 4.586 -0.429
C 0.478 4.588 0.292
C 0.820 3.239 0.412
N -0.075 2.464 -0.185
H -1.768 2.948 -1.215
H -1.317 5.393 -0.756
H 1.010 5.433 0.674
H 1.681 2.811 0.892

---

Record 3
33
Properties=species:S:1:pos:R:3 method="wB97M-V/def2-TZVPD" homo_energy_ha=-0.31351 total_energy_ha=-831.438522 gap_ev=8.634 smiles="CCN1CCN(c2nc([N+](=O)[O-])nn2C)CC1"
C 2.634 0.964 2.544
C 1.707 1.236 1.354
N 0.758 0.194 1.036
C -0.244 -0.085 2.044
C -1.462 -0.728 1.338
N -1.074 -1.185 0.010
C -1.247 -0.253 -0.963
N -1.984 0.835 -0.809
C -1.978 1.404 -2.027
N -2.653 2.621 -2.308
O -3.284 3.130 -1.407
O -2.552 3.070 -3.430
N -1.295 0.738 -2.931
N -0.829 -0.324 -2.266
C -0.079 -1.298 -3.008
C 0.154 -1.952 0.097
C 1.323 -1.028 0.509
H 3.287 1.819 2.696
H 3.254 0.088 2.364
H 2.058 0.805 3.452
H 1.129 2.144 1.546
H 2.311 1.407 0.457
H -0.539 0.854 2.510
H 0.138 -0.760 2.829
H -1.827 -1.594 1.896
H -2.267 -0.008 1.216
H -0.537 -2.284 -2.926
H 0.960 -1.335 -2.678
H -0.108 -0.975 -4.048
H -0.019 -2.711 0.864
H 0.364 -2.467 -0.837
H 1.937 -0.765 -0.358
H 1.964 -1.559 1.234

---

Record 4
27
Properties=species:S:1:pos:R:3 method="wB97M-V/def2-TZVPD" homo_energy_ha=-0.43259 total_energy_ha=-482.251877 gap_ev=8.310 charge=+1
C 0.713 0.595 2.482
C 0.661 0.752 3.983
N 1.218 1.731 1.596
H 1.335 -0.234 2.135
H -0.316 0.428 2.144
H 1.135 -0.020 4.605
H -0.352 0.816 4.364
H 1.489 1.400 0.651
H 0.314 2.179 1.243
H 1.856 2.412 1.989
H 0.999 1.674 4.421
C -2.758 -1.176 -2.965
C 1.049 -0.551 -1.056
C 0.033 -1.292 -0.444
C 0.740 0.224 -2.165
C -1.182 -1.395 -1.068
C -0.442 -0.038 -2.853
C -1.440 -0.809 -2.318
O 2.204 -0.457 -0.271
H 0.404 -1.892 0.439
H 2.902 -0.049 -0.835
H 1.300 1.104 -2.392
H -1.955 -1.937 -0.544
H -0.522 0.488 -3.808
H -2.885 -0.698 -3.932
H -3.669 -1.009 -2.370
H -2.829 -2.246 -3.030